1.
Below is a molecular structure, C18H31N6NiS2Te in a non-equilibrium geometry, with properties calculated with wB97M-V/def2-TZVPD.

Each line ends with the natural charge from an NBO analysis.
Positions of all 59 atoms, in Å:
Ni: 3.385 -14.765 13.065  0.838
C: 0.593 -19.212 14.242  -0.450
N: 0.673 -17.732 14.039  -0.553
C: 1.622 -16.977 14.564  0.382
N: 2.492 -17.476 15.429  -0.775
S: 1.487 -15.268 14.151  -0.318
H: -0.265 -19.662 13.802  0.242
H: 0.407 -19.419 15.296  0.214
H: 1.525 -19.695 13.809  0.210
H: -0.126 -17.287 13.650  0.433
H: 2.695 -18.455 15.480  0.405
H: 3.283 -16.815 15.537  0.425
N: 4.716 -16.116 13.227  -0.584
C: 5.517 -16.967 13.453  0.577
N: 6.618 -17.719 13.575  -0.462
C: 6.470 -19.081 14.061  -0.214
C: 7.705 -19.945 13.794  -0.420
C: 8.999 -19.286 14.303  -0.413
C: 9.119 -17.857 13.807  -0.420
C: 7.847 -17.003 14.029  -0.196
H: 5.549 -19.527 13.579  0.220
H: 6.192 -19.156 15.170  0.186
H: 7.802 -20.139 12.749  0.216
H: 7.623 -20.956 14.266  0.236
H: 9.941 -19.845 13.991  0.237
H: 9.074 -19.409 15.415  0.213
H: 9.279 -17.872 12.709  0.215
H: 10.011 -17.310 14.216  0.240
H: 7.813 -16.068 13.496  0.216
H: 7.712 -16.748 15.086  0.189
C: -2.022 -10.286 10.186  -0.634
C: -0.881 -11.314 10.045  0.033
C: 0.466 -10.960 9.946  -0.268
C: 1.454 -11.909 10.076  0.082
C: 2.916 -11.452 9.824  -0.655
C: 1.133 -13.209 10.426  -0.301
Te: 2.687 -14.630 10.712  -0.065
C: -0.240 -13.642 10.341  -0.014
C: -0.783 -15.040 10.628  -0.641
C: -1.201 -12.672 10.154  -0.232
H: -1.801 -9.411 9.625  0.217
H: -2.222 -10.076 11.247  0.229
H: -2.916 -10.661 9.614  0.219
H: 0.714 -9.933 9.708  0.207
H: 2.835 -10.369 9.665  0.224
H: 3.144 -12.128 8.919  0.226
H: 3.578 -11.816 10.604  0.206
H: -1.121 -15.107 11.676  0.223
H: -0.142 -15.824 10.259  0.227
H: -1.750 -15.165 10.063  0.218
H: -2.219 -12.995 10.005  0.207
N: 5.697 -12.575 11.721  -0.793
C: 5.170 -12.084 12.843  0.387
N: 5.857 -11.286 13.657  -0.778
S: 3.513 -12.604 13.282  -0.321
H: 6.663 -12.309 11.454  0.404
H: 5.103 -13.118 11.056  0.454
H: 6.870 -11.120 13.621  0.411
H: 5.444 -11.112 14.613  0.439

Energy above the lowest of the compared OMol25 structures with the same formula, charge and spin: 0.634 eV
Largest force on an atom: 4.819 eV Å⁻¹
Total charge: +1
Multiplicity: 3
⟨S²⟩: 2.0196

=====

2.
Below is 2 unconnected molecules or ions with the total composition C18H31OSi in a non-equilibrium geometry, with properties calculated with wB97M-V/def2-TZVPD.

Each line ends with the natural charge from an NBO analysis.
Positions of all 51 atoms, in Å:
C: 0.433 2.991 -1.931  -0.601
C: 0.506 1.509 -2.235  -0.136
C: 0.268 1.300 -3.716  -0.598
C: 1.888 0.967 -1.866  -0.591
C: -0.616 0.790 -1.438  0.511
C: -0.848 1.048 -0.109  -0.727
O: -1.451 0.100 -2.238  -0.840
Si: -2.385 -1.342 -2.230  1.881
C: -4.192 -0.908 -2.147  -1.147
C: -1.966 -1.961 -3.942  -1.138
C: -1.819 -2.393 -0.807  -1.155
H: 0.653 3.216 -0.883  0.201
H: 1.161 3.527 -2.553  0.222
H: -0.558 3.387 -2.170  0.220
H: 0.324 0.240 -3.982  0.215
H: -0.697 1.713 -4.029  0.223
H: 1.051 1.828 -4.273  0.210
H: 1.953 -0.113 -2.040  0.210
H: 2.624 1.457 -2.520  0.224
H: 2.176 1.162 -0.825  0.190
H: -1.143 0.259 0.577  0.193
H: -1.031 2.122 0.126  0.230
H: -4.783 -1.831 -2.059  0.249
H: -4.427 -0.277 -1.281  0.248
H: -4.527 -0.389 -3.054  0.254
H: -2.313 -2.994 -4.078  0.243
H: -2.454 -1.340 -4.709  0.253
H: -0.884 -1.938 -4.136  0.243
H: -2.333 -3.368 -0.841  0.256
H: -0.738 -2.587 -0.843  0.242
H: -2.050 -1.931 0.164  0.240
C: -0.509 1.047 4.146  -0.729
C: 0.410 0.682 3.015  0.469
C: 0.819 1.794 2.126  -0.729
C: 1.255 -0.464 3.167  -0.131
C: 2.015 -1.000 2.082  -0.118
C: 3.014 -1.946 2.309  -0.213
C: 3.284 -2.395 3.607  -0.088
C: 2.532 -1.917 4.685  -0.223
C: 1.513 -0.988 4.474  -0.114
H: -0.951 0.182 4.659  0.254
H: 0.073 1.575 4.927  0.288
H: -1.282 1.731 3.773  0.264
H: 1.268 1.483 1.179  0.280
H: -0.048 2.454 1.950  0.258
H: 1.594 2.413 2.622  0.300
H: 1.828 -0.612 1.079  0.241
H: 3.600 -2.321 1.468  0.245
H: 4.089 -3.125 3.786  0.246
H: 2.710 -2.262 5.697  0.246
H: 0.963 -0.573 5.320  0.229

Energy above the lowest of the compared OMol25 structures with the same formula, charge and spin: 1.944 eV
Largest force on an atom: 3.080 eV Å⁻¹
Total charge: +1

=====

3.
Below is 2 unconnected molecules or ions with the total composition C18H32B2BrClF3N5O9P3 in a non-equilibrium geometry, with properties calculated with wB97M-V/def2-TZVPD.

Each line ends with the Löwdin charge.
Positions of all 74 atoms, in Å:
C: -2.130 2.338 2.448  -0.047
C: -0.991 1.722 3.252  -0.232
N: -0.190 0.801 2.419  -0.064
C: -0.808 -0.311 1.933  -0.281
N: -1.866 -0.836 2.478  0.328
B: -2.548 -2.112 1.979  -0.721
O: -2.312 -3.219 2.740  0.192
O: -3.350 -1.991 0.929  0.073
C: -4.326 -3.005 0.632  -0.003
N: -0.276 -0.945 0.814  -0.008
C: -0.885 -0.456 -0.436  -0.288
C: -0.792 0.887 -0.762  -0.001
C: -1.375 1.298 -1.949  -0.025
C: -1.999 0.348 -2.733  -0.028
C: -2.003 -0.975 -2.324  -0.080
N: -1.451 -1.377 -1.181  0.151
C: 1.189 -0.872 0.764  -0.413
P: 2.019 -2.415 0.002  0.649
O: 1.858 -2.073 -1.596  -0.354
Br: 0.446 -3.947 0.275  0.422
C: 1.785 -0.699 2.168  -0.269
B: 3.404 -0.894 2.104  -0.722
O: 4.198 -0.017 1.432  0.156
N: 3.988 -2.076 2.690  -0.121
C: 4.231 -2.021 4.134  -0.081
C: 5.191 -2.548 1.995  -0.081
C: 1.214 0.572 2.831  -0.854
Cl: 2.100 2.054 2.282  0.751
P: 1.462 0.376 4.704  0.975
P: 1.862 2.356 5.522  0.214
O: 0.935 3.428 5.148  -0.311
O: 3.394 2.636 5.189  -0.176
O: 1.843 2.000 7.074  -0.154
H: -2.848 1.599 2.092  0.074
H: -2.676 3.014 3.105  0.092
H: -1.732 2.907 1.610  0.082
H: -1.396 1.215 4.133  0.100
H: -0.324 2.521 3.568  0.076
H: -2.240 -0.396 3.310  0.156
H: -1.827 -3.916 2.282  0.091
H: -4.876 -2.662 -0.239  0.099
H: -3.836 -3.948 0.395  0.101
H: -5.000 -3.131 1.476  0.103
H: -0.279 1.593 -0.120  0.109
H: -1.349 2.337 -2.248  0.119
H: -2.489 0.625 -3.653  0.078
H: -2.474 -1.736 -2.935  0.120
H: 1.524 -0.049 0.116  0.116
H: 2.209 -1.190 -1.778  0.059
H: 1.435 -1.545 2.777  0.134
H: 3.738 0.668 0.936  0.065
H: 3.321 -1.777 4.676  0.033
H: 5.031 -1.316 4.390  0.097
H: 4.555 -3.006 4.480  0.092
H: 5.234 -3.638 2.061  0.094
H: 5.146 -2.295 0.938  0.072
H: 6.110 -2.134 2.419  0.094
H: 0.159 0.237 5.205  -0.053
H: 3.501 3.595 5.068  0.102
H: 2.729 1.852 7.432  0.092
C: -0.628 1.791 -9.473  -0.055
C: -1.064 2.682 -8.333  -0.182
O: -2.252 2.160 -7.686  0.041
C: -2.064 1.207 -6.798  -0.413
O: -1.032 0.718 -6.440  0.164
C: -3.421 0.792 -6.190  -0.546
F: -4.365 0.655 -7.119  0.183
F: -3.834 1.725 -5.312  0.154
F: -3.317 -0.365 -5.532  0.154
H: -1.442 1.656 -10.184  0.087
H: 0.216 2.245 -9.991  0.086
H: -0.324 0.810 -9.111  0.080
H: -1.357 3.666 -8.689  0.127
H: -0.278 2.805 -7.590  0.125

Largest force on an atom: 1.170 eV Å⁻¹
Total charge: +1
Energy: -6063.72222 a.u.